--- 1 ---
17
Properties=species:S:1:pos:R:3 method="wB97M-V/def2-TZVPD" homo_ev="-15.049 / -15.053" charge=+1
O -2.49731 -0.09382 -0.03833
N -0.07296 -1.10953 -0.85195
N 0.34050 -0.10091 -0.05033
C 1.75281 -0.38645 0.39515
C 0.07304 1.10328 -0.85030
C -0.50614 -0.02071 1.14214
H 2.22468 0.51203 0.58763
H -2.81499 0.74907 0.29729
H 0.60651 1.03017 -1.80837
H -0.96992 -0.90580 -1.25172
H 1.94097 -0.98448 1.31323
H -0.72126 -0.86654 1.75484
H 0.55489 1.94364 -0.44227
H -0.68984 0.98636 1.55668
H -0.30448 -1.94024 -0.33685
H 2.15123 -1.00657 -0.36854
H -1.06773 1.09052 -1.04828

***

--- 2 ---
17
Properties=species:S:1:pos:R:3 method="wB97M-V/def2-TZVPD" homo_ev=-14.674 charge=+1
O -3.08168 1.63995 -1.49454
N -0.13737 -1.01813 -0.20281
N 0.26567 1.30023 -0.02570
C -0.47754 0.22769 -0.35682
C 2.05247 -0.66213 1.10671
C 0.95379 -1.57229 0.61550
H -3.41136 2.46996 -1.85926
H 1.41550 -2.37742 0.04289
H 0.47494 -2.07434 1.45325
H -0.88264 -1.54131 -0.64532
H 1.08738 1.60332 -0.51720
H 2.77797 -1.20877 1.71045
H 1.64607 0.01468 1.86196
H 2.63634 -0.17884 0.33976
H -0.19493 1.97199 0.57349
H -1.52332 0.40568 -0.60734
H -3.60128 0.99972 -1.99501

***

Which of them is least stable? Easy: 1.

***

--- 1 ---
17
Properties=species:S:1:pos:R:3 method="wB97M-V/def2-TZVPD" homo_ev=-14.088 charge=+1
O -0.79544 -0.89794 -0.68346
N 2.11515 -0.75659 0.15297
N -1.59151 -1.75741 0.07360
C 0.39054 1.01566 -1.10939
C -0.68374 0.36053 -0.41545
C -1.56379 1.01018 0.56969
H 1.70011 -1.11197 1.00735
H 2.26322 -1.53677 -0.47544
H 3.03077 -0.39072 0.39807
H 0.51410 0.67548 -2.13721
H -2.51857 -1.37508 0.26478
H 0.37684 2.09483 -1.04168
H -1.43189 2.08555 0.58096
H 1.29888 0.55543 -0.58895
H -1.36772 0.61105 1.56764
H -1.63255 -2.63599 -0.43609
H -2.61041 0.78526 0.35073

***

--- 2 ---
17
Properties=species:S:1:pos:R:3 method="wB97M-V/def2-TZVPD" homo_ev=-12.469 charge=+1
O 0.78104 2.90164 -0.00542
N -1.08176 0.81006 -0.08715
N 0.95966 -2.08575 -1.10229
C -0.17170 -1.00622 1.43600
C -0.38245 -0.47049 0.06520
C 0.13570 -1.01487 -1.07341
H -1.65332 0.88308 -0.93401
H 0.90783 3.61123 -0.63725
H -1.75540 0.89016 0.68085
H 1.00404 -2.54142 -2.00016
H -1.01335 -1.65261 1.71168
H 1.47380 2.97917 0.64957
H -0.56679 1.71791 -0.09653
H 0.74961 -1.57596 1.57458
H 0.80577 -2.75880 -0.36627
H -0.13991 -0.48129 -1.96912
H -0.05278 -0.20585 2.15373

***

--- 3 ---
17
Properties=species:S:1:pos:R:3 method="wB97M-V/def2-TZVPD" homo_ev=-14.990 charge=+1
O -0.40742 0.26347 -2.80858
N -2.27775 -0.72547 0.26193
N 0.02070 -0.42759 -0.01132
C 1.37179 -0.37746 0.61987
C -1.07785 -0.37399 0.66877
C 1.67647 0.96544 1.28038
H 2.70691 1.23134 1.09041
H 2.07895 -0.80507 -0.08101
H 1.50977 0.93314 2.35290
H -0.98059 -0.30022 -3.33924
H 1.06667 1.76083 0.85058
H 0.07791 -0.80835 -0.94925
H -2.35491 -1.04645 -0.69359
H 1.34659 -1.11166 1.39167
H -0.94999 0.12951 1.62210
H -3.09635 -0.45728 0.78271
H -0.71087 1.14981 -3.03834

***

--- 4 ---
17
Properties=species:S:1:pos:R:3 method="wB97M-V/def2-TZVPD" smiles=C[NH+](C)OCN homo_ev=-14.892 charge=+1
O 0.33369 -0.14791 1.03441
N -0.55691 0.00578 -0.04956
N 1.93674 -0.40499 -0.71844
C -1.31729 -1.22971 0.06080
C -1.28586 1.25929 -0.05344
C 1.63369 0.22851 0.54990
H -1.94487 -1.40318 -0.77120
H -2.25152 1.32702 -0.70137
H 0.17977 -0.20536 -0.95738
H 2.22698 -0.22360 1.31097
H 2.04799 -1.37904 -0.86375
H 2.53800 0.16017 -1.26446
H -0.73070 -2.12848 0.32297
H -1.69034 1.49956 1.05964
H 1.81007 1.37549 0.52669
H -2.09784 -0.93738 0.72696
H -0.83162 2.20382 -0.21274

***

Which of them is least stable? Easy: 4.